No. 1
28
Properties=species:S:1:pos:R:3:forces:R:3 method="wB97M-V/def2-TZVPD" spin_multiplicity=1 homo_ev=-12.137 total_charge=+1 gap_ev=8.94 de_lowest_kcal_mol=33.1 energy_ev=-25430.8835
S 1.06762 0.98675 -1.29609 0.846 -0.242 -0.203
O -0.73846 -1.43095 0.25823 -1.214 0.268 -0.780
N 1.61845 -1.60096 -1.03155 -2.681 -1.389 0.565
N -1.87931 0.56009 0.49909 -1.369 -0.438 0.269
C -3.05146 1.25600 0.41537 1.991 0.878 -0.288
C -1.89815 -0.66736 0.02391 0.792 1.191 0.757
C 0.33424 -0.83925 0.89931 1.287 2.420 -1.387
C 1.58284 -0.33495 -0.20490 -3.791 -2.677 3.057
C -3.99216 -0.38802 -0.94768 -1.630 0.626 -0.238
C 2.74238 -0.41826 0.74397 1.287 2.734 -2.407
C -2.95650 -1.22018 -0.67791 2.088 -1.388 0.197
C 0.87051 2.39804 -0.16819 -3.706 -1.266 -1.112
C -4.11235 0.86597 -0.38601 4.392 -1.565 1.925
H -2.72876 -2.25935 -0.94262 -1.017 0.369 -0.466
H 2.75239 0.39663 1.44252 -0.364 0.159 0.643
H 1.56186 -2.43660 -0.36999 0.433 1.269 -0.977
H 0.72350 -1.57547 1.55857 0.724 -0.785 0.402
H 0.34128 3.10775 -0.91622 1.603 -0.412 1.607
H -2.89472 2.23235 0.90443 -0.925 -0.406 -0.319
H 2.80172 -1.35323 1.18282 0.052 -1.699 1.155
H 0.71717 -1.74164 -1.62684 1.940 0.702 0.883
H 2.46995 -1.62181 -1.53539 0.967 -0.370 -1.254
H 1.77515 2.57436 0.35206 0.695 1.033 0.150
H -4.89358 1.46971 -0.51236 -3.107 2.138 -0.616
H -4.85301 -0.55526 -1.54285 -0.377 -1.339 -0.766
H 3.64928 -0.24287 0.17455 0.545 -0.126 -0.091
H 0.16919 0.06988 1.49428 -0.639 -0.414 -0.275
H 0.01810 2.04869 0.50051 1.178 0.731 -0.430

No. 2
27
Properties=species:S:1:pos:R:3:forces:R:3 method="wB97M-V/def2-TZVPD" spin_multiplicity=1 homo_ev=-12.274 total_charge=+1 gap_ev=7.55 de_lowest_kcal_mol=79.2 energy_ev=-23381.2128
S 3.91885 0.71559 -0.54390 -1.902 0.370 1.094
N -1.67562 -0.10168 0.67698 -2.839 -0.462 0.808
N 1.99290 0.02169 0.61667 -0.727 -2.962 -0.131
C 2.28527 1.27704 0.19217 -4.127 5.870 -1.779
C 3.39963 -2.05854 0.13471 -0.158 -0.314 -0.036
C -2.90849 0.31923 -0.01453 -0.051 -1.307 -2.644
C 0.62490 -0.53585 0.90529 0.727 0.315 3.270
C 1.12528 2.29561 0.04654 8.264 -3.004 0.318
C -0.10892 1.81383 0.60712 -2.530 0.733 -1.559
C 3.03417 -0.64372 0.15167 0.716 0.967 0.107
C -0.42880 0.35195 0.22608 1.626 0.673 -0.464
C -0.30479 0.15037 -1.28937 1.494 -3.061 3.095
H 4.53424 -2.09696 0.43400 -2.351 -0.539 -0.186
H -2.97237 -0.24448 -1.00416 -0.016 0.367 1.178
H 3.35540 -2.25283 -0.98038 0.068 -0.560 1.168
H -0.21964 1.89239 1.64473 0.329 0.360 1.855
H 2.56856 -2.65358 0.72699 2.337 0.760 -1.150
H -0.93986 2.46435 0.22697 0.527 -0.558 0.123
H 0.66740 -1.62261 0.71306 -0.423 0.689 -0.528
H -3.84058 -0.01576 0.53343 1.291 0.964 -0.360
H 0.72706 0.00786 -1.58172 0.357 -0.402 0.085
H 0.46716 -0.47724 2.07374 0.306 0.026 -2.162
H -0.83674 -0.78261 -1.28237 -0.327 -0.490 -1.596
H -1.93540 0.04037 1.64568 1.126 0.007 0.286
H -2.85252 1.35041 -0.41344 -0.585 -0.028 0.951
H 1.47730 3.29516 -0.33483 -1.072 -1.150 0.385
H -0.58828 0.90576 -1.87705 -2.061 2.737 -2.128

No. 3
27
Properties=species:S:1:pos:R:3:forces:R:3 method="wB97M-V/def2-TZVPD" spin_multiplicity=1 homo_ev="-11.163 / -11.164" total_charge=+1 gap_ev="6.44 / 6.44" de_lowest_kcal_mol=76.7 energy_ev=-23381.3212
S 3.14654 -1.11184 0.30212 0.215 -0.494 0.832
N -1.34966 -2.67685 -0.84940 -0.577 1.790 2.126
N 1.03414 0.61718 0.24945 1.727 0.506 0.524
C -0.23178 1.27245 0.21040 -1.671 -1.209 0.423
C 4.17368 0.34655 0.39579 -1.410 3.085 -0.869
C -2.23095 -0.38924 -0.21609 0.487 -0.734 -0.092
C -1.54757 0.78112 0.22130 1.129 2.132 -0.998
C 4.75210 0.77850 -1.00560 0.757 -1.448 0.979
C 1.51917 -0.62646 0.51285 -1.519 0.674 -2.646
C -3.75504 -0.43732 -0.33862 0.284 1.355 3.350
C -1.65073 -1.53330 -0.65308 -0.172 -0.161 0.376
C -4.48294 -0.12915 1.08638 -0.660 1.645 -2.738
H -0.09440 2.35170 0.11604 -0.110 -0.452 0.533
H 3.57116 1.16266 0.93978 0.586 -0.944 -1.074
H -4.15955 0.17208 -1.10323 -0.167 0.900 -0.757
H 4.99196 0.30014 1.04870 1.055 -1.115 1.140
H 0.87775 -1.59081 0.35870 0.615 2.215 0.880
H -2.25957 1.64802 0.35571 0.820 -1.020 -0.184
H 3.97185 0.65249 -1.75525 0.226 0.648 -0.211
H -4.23027 0.87884 1.52956 -0.316 -0.967 -0.769
H -0.86578 -3.19467 -1.50620 0.728 -0.936 -1.891
H 5.30799 1.74242 -0.96111 -0.898 -0.521 -0.141
H -5.59447 -0.19271 0.87537 1.260 0.229 0.464
H -4.22412 -0.84732 1.79485 0.454 -1.355 1.110
H -3.96241 -1.42226 -0.57878 -0.851 -1.959 -0.509
H 5.54243 0.00318 -1.22602 -0.796 0.759 -0.026
H 1.75046 1.44460 0.19638 -1.196 -2.622 0.169

No. 4
27
Properties=species:S:1:pos:R:3:forces:R:3 method="wB97M-V/def2-TZVPD" spin_multiplicity=1 homo_ev=-8.292 gap_ev=8.55 de_lowest_kcal_mol=63.2 energy_ev=-14043.8212
N -0.75231 2.00814 0.10108 0.128 -0.055 -0.091
N 0.85752 0.10078 0.78071 -0.049 3.834 -2.683
N 0.77987 1.19279 -1.58779 -0.565 0.763 -0.428
C -1.34765 2.83461 -0.76181 0.952 -1.566 -0.638
C 0.23016 1.26857 -0.40258 1.152 -3.202 4.007
C -0.91023 2.77647 -2.07803 -0.959 2.936 -2.004
C -0.01533 -1.06398 0.89064 -0.914 -1.316 -0.821
C 0.17805 2.01540 -2.47234 -1.029 -0.679 0.617
C 0.66516 -2.30866 1.55574 0.221 -1.416 0.379
C -1.17527 -0.69284 1.73771 -2.871 0.102 0.810
C -0.65119 -1.44499 -0.48226 2.598 -2.636 0.494
C 2.22349 -0.21277 0.33066 -1.128 -1.277 0.283
H -1.99107 -0.16935 1.16823 0.608 -0.792 0.174
H 0.26605 -1.58619 -1.09700 -0.972 -0.053 -0.430
H -0.17967 -3.08998 1.72593 1.363 1.539 0.214
H -1.23760 -0.65301 -0.81892 -0.980 1.213 -0.747
H 2.81358 0.63252 -0.01595 0.167 0.497 1.357
H -1.24884 -2.40598 -0.48993 0.675 1.072 0.243
H -1.38374 3.51856 -2.82913 0.742 -1.581 1.147
H 0.37555 1.91100 -3.53335 0.622 0.187 0.147
H 1.20317 -2.00466 2.53098 -1.109 -0.615 -1.335
H 2.14912 -0.66819 -0.64585 0.210 -1.277 -0.320
H 2.58050 -0.92062 1.14763 0.487 1.234 -1.458
H -2.22729 3.38942 -0.46761 0.173 0.209 0.246
H -0.96332 0.06232 2.43766 0.838 0.823 1.230
H -1.64130 -1.53574 2.31646 0.415 0.578 -0.786
H 1.40260 -2.95361 0.95911 -0.775 1.478 0.394

No. 5
28
Properties=species:S:1:pos:R:3:forces:R:3 method="wB97M-V/def2-TZVPD" spin_multiplicity=1 homo_ev=-9.068 gap_ev=8.96 de_lowest_kcal_mol=177.9 energy_ev=-17202.5850
O -1.02741 -2.12317 -1.27690 2.306 -0.429 0.414
O -2.74244 -0.99806 -1.25459 -2.739 1.525 -0.254
O 0.82690 -0.37446 1.51791 1.468 1.175 -1.003
N -1.58843 -1.09954 -0.94828 -0.979 -2.135 -0.687
C 1.60757 -0.32215 -0.81478 0.241 0.333 1.783
C 1.14215 -0.17532 -2.17196 -0.613 -2.541 -3.741
C 0.70385 -0.23777 0.13633 -4.862 -1.223 0.705
C -0.99175 -0.09013 -0.20962 5.176 1.462 2.115
C -3.07004 1.25811 0.28189 -0.869 -2.227 -0.915
C -1.59880 0.97908 0.34941 -1.774 -1.346 -2.011
C -0.82285 2.00953 0.95744 3.147 0.548 -0.222
C 0.87435 -1.64265 2.10042 -0.293 -1.844 0.528
C 3.09052 -0.37071 -0.49002 -1.743 2.236 -1.618
H 3.52522 0.13386 -1.37348 0.635 -0.657 0.701
H -0.57622 2.87375 0.30963 -0.219 -0.584 -0.044
H -3.63065 0.40639 0.82763 0.617 1.554 -0.880
H 0.09335 1.57880 1.35143 0.311 0.409 -0.256
H 3.29160 0.17296 0.40250 0.116 0.766 0.642
H 1.90826 0.15402 -2.85988 0.356 0.190 -0.087
H 1.04832 -1.50741 3.19505 -0.302 0.106 -0.844
H -1.26569 2.40070 1.79159 -1.631 1.132 2.113
H 0.67021 -1.11741 -2.72191 1.526 1.024 1.496
H 1.71086 -2.35752 1.76896 -1.171 1.184 -0.092
H -3.39636 1.24144 -0.78166 0.073 -0.339 0.702
H -3.32573 2.23156 0.61783 -0.099 0.708 0.892
H 3.39458 -1.32639 -0.27873 1.111 -2.495 -0.191
H -0.14193 -2.11016 1.94609 1.115 -0.028 0.216
H 0.29057 0.41265 -2.37227 -0.903 1.494 0.538

No. 6
28
Properties=species:S:1:pos:R:3:forces:R:3 method="wB97M-V/def2-TZVPD" spin_multiplicity=1 homo_ev=-8.191 gap_ev=8.65 de_lowest_kcal_mol=172.2 energy_ev=-17202.8307
O -2.20591 -2.53216 1.43110 -0.866 0.366 -0.540
O -0.37424 -0.41637 -1.79006 -0.208 1.410 -0.112
O 2.64555 -0.98526 1.46448 -0.539 1.319 -1.360
N -0.32216 0.11266 -0.35988 -0.426 -1.980 0.820
C 2.61984 0.74841 -0.50383 2.335 0.913 1.293
C -2.52028 -1.69744 0.67699 1.308 -1.032 1.234
C 0.59538 -0.11010 0.46062 0.597 1.024 0.191
C -1.72709 0.92958 1.51190 1.226 0.671 2.977
C -1.73506 0.55106 0.11127 0.980 -2.289 -1.477
C -2.61819 -0.67723 -0.10850 -0.956 1.754 -2.480
C 2.21288 -1.72642 -0.70104 3.142 0.131 2.501
C 1.97885 -0.48581 0.13330 0.342 -1.215 1.465
C -1.94712 1.77403 -0.67726 -2.378 3.044 0.660
H 3.00806 1.42686 0.33325 -0.752 -0.727 -1.147
H -2.77193 2.46052 -0.29915 0.429 -1.281 0.006
H -2.69374 1.00614 1.93304 -1.427 -0.118 -0.044
H 2.41793 -0.43940 2.25058 -0.203 -0.147 -1.187
H -2.15192 1.76788 -1.70690 0.137 -0.815 -1.508
H 3.28863 -2.01729 -0.38752 -1.392 0.505 -1.296
H 2.03551 -1.64469 -1.71303 0.042 0.524 -2.226
H -1.12281 2.43464 -0.48200 0.823 0.048 -0.191
H 1.69945 -2.54662 -0.33588 -1.547 -1.578 0.869
H 3.54726 0.52322 -1.10842 -1.051 -0.164 0.627
H 1.94185 1.30965 -1.13641 -0.225 -0.051 -0.004
H -3.13213 -0.67700 -1.08896 0.115 -0.526 0.972
H -1.32708 1.90877 1.67047 0.495 0.817 -0.238
H -0.19259 -1.36546 -1.82654 0.017 0.080 0.833
H -1.14896 0.36783 2.24839 -0.020 -0.682 -0.639

No. 7
29
Properties=species:S:1:pos:R:3:forces:R:3 method="wB97M-V/def2-TZVPD" spin_multiplicity=1 homo_ev=-7.732 gap_ev=8.37 de_lowest_kcal_mol=192.5 energy_ev=-19248.9460
O -1.11653 -1.35770 0.18225 -0.628 -1.174 -0.285
O 1.09406 0.91957 1.39111 0.139 0.911 0.824
O 1.08310 -1.24970 0.89320 -1.647 -0.387 1.545
O -2.09026 0.35631 -2.72168 -0.809 4.508 -1.559
N -1.80522 -0.50872 -1.90317 1.043 -4.249 -0.302
C -1.29047 -0.43447 -0.74050 0.336 5.065 1.993
C 1.79029 -0.01826 0.65721 1.707 -2.486 -1.617
C -0.27472 -0.98316 1.24247 0.406 -1.019 0.203
C -2.03295 -1.83141 -2.59197 1.526 -1.819 4.538
C -2.38330 1.91911 0.75820 -1.660 -2.405 -2.664
C -0.27478 0.57459 1.52278 -0.167 -0.522 -1.880
C 1.83490 0.01528 -0.93891 3.534 -0.277 1.621
C 3.26605 -0.23298 1.19564 -5.212 3.259 1.636
C -1.00998 1.39292 0.49561 -2.550 -4.928 -1.445
H -1.23355 -2.54404 -2.21057 -0.693 0.684 -0.777
H -2.90472 -2.16769 -2.03550 -0.617 -0.426 -1.049
H -0.74273 -1.63889 2.08625 1.658 1.164 -1.147
H -2.02812 -1.73456 -3.64052 -0.323 0.402 -0.831
H 0.86998 0.31334 -1.17125 -1.543 0.517 -1.555
H -2.27499 2.72928 1.36744 -0.217 1.871 2.661
H 3.09338 0.15090 2.20635 1.014 -0.706 0.219
H -2.94789 2.37361 -0.09375 1.139 -0.496 -0.057
H -0.72626 0.61823 2.49403 0.475 0.877 0.947
H -3.10322 1.08287 1.00661 0.912 1.118 0.754
H 3.83413 0.40815 0.64732 2.118 1.547 -1.306
H -0.39491 1.90782 -0.14026 1.471 1.503 -1.227
H 2.70438 0.69467 -1.30104 -1.844 -0.859 0.421
H 3.41194 -1.21057 1.04130 1.158 -3.550 -0.082
H 2.10689 -1.06542 -1.25155 -0.725 1.876 0.421

No. 8
27
Properties=species:S:1:pos:R:3:forces:R:3 method="wB97M-V/def2-TZVPD" spin_multiplicity=1 homo_ev=-8.602 gap_ev=9.20 de_lowest_kcal_mol=100.9 energy_ev=-23943.7818
S 2.86785 1.11850 0.31548 -1.477 -2.460 -0.386
O -1.78645 -1.43959 1.31150 1.426 2.088 0.895
N -0.99217 -0.17800 -0.43390 2.814 2.185 0.170
C -3.22827 -0.73376 -0.96958 -3.697 -2.587 2.701
C -2.48132 -0.09362 1.18224 0.807 -3.339 1.489
C -2.69147 1.62524 -0.68807 -3.264 4.824 -1.285
C 1.60838 -1.11200 -0.41014 -1.713 0.837 -1.373
C 3.02136 -1.44346 -0.54091 -0.448 0.976 -0.761
C 1.34278 0.17233 0.09647 1.421 -1.111 -0.400
C -2.33368 0.19788 -0.21403 0.605 1.236 -2.242
C 3.75050 -0.28212 -0.21138 0.991 -1.715 -0.979
C -0.03165 0.68592 0.35065 -0.638 0.994 0.827
H -0.33446 0.78279 1.46563 0.853 -1.313 -1.561
H -0.81320 -1.25157 0.90032 -3.615 -0.979 1.218
H -2.88806 1.80735 -1.88154 0.912 -1.113 2.731
H -3.30734 -1.87208 -0.56055 1.437 2.544 -1.415
H 3.33417 -2.46809 -1.05496 -0.230 2.694 1.409
H -2.04379 0.65052 1.81667 -0.472 0.193 0.798
H -3.81684 1.78325 -0.32651 2.211 -0.189 -0.540
H 4.83324 -0.16222 -0.42532 -0.868 -0.117 0.542
H -3.50802 -0.33011 1.23351 -1.200 0.114 1.624
H -3.10123 -0.56318 -2.00007 -0.207 -0.471 -1.428
H -4.32761 -0.53300 -0.60684 1.702 0.456 -1.320
H 0.69761 -1.59980 -1.03923 2.507 0.506 2.245
H -0.12072 1.77762 0.20484 0.152 -0.244 -1.063
H -2.21103 2.83124 -0.41426 -0.718 -4.228 -0.203
H -0.78130 -0.08449 -1.38551 0.709 0.219 -1.692

No. 9
27
Properties=species:S:1:pos:R:3:forces:R:3 method="wB97M-V/def2-TZVPD" spin_multiplicity=1 homo_ev=-8.293 gap_ev=8.99 de_lowest_kcal_mol=37.5 energy_ev=-23946.5304
S 2.53181 1.54450 0.31618 0.498 -0.035 -0.100
O -1.26655 0.61641 1.19732 0.738 -2.337 -1.141
N 1.24366 3.54663 1.34797 -0.021 1.876 1.133
C -0.72075 -0.79848 -0.70595 2.650 -0.676 -0.652
C -0.90452 -0.49351 0.76920 -2.678 3.184 0.085
C 1.58166 -0.00733 2.28215 -0.207 0.260 0.229
C -0.30047 0.47136 -1.36689 -1.365 1.085 1.067
C 0.83703 2.47552 2.16555 -0.866 -1.868 -0.051
C 1.53916 1.17731 1.70102 -0.144 0.687 0.534
C 2.04341 3.22514 0.46353 0.740 0.064 -2.671
C -1.94627 -1.38780 -1.35765 -0.145 1.981 2.759
C 0.42496 -1.92227 -0.79343 -1.829 1.518 1.249
H 2.32178 3.85304 -0.41011 -0.005 -0.065 0.994
H -2.66974 -0.61912 -1.17499 -1.002 0.375 -0.538
H -2.22521 -2.15567 -0.71238 -0.860 -2.056 0.496
H 2.12445 -0.77942 1.79778 0.516 -0.751 -0.043
H 0.05651 0.33224 -2.30952 1.121 -0.896 -2.868
H 0.51231 0.84467 -0.80533 0.545 0.917 0.395
H 1.45101 -1.61987 -0.77730 0.492 0.486 0.015
H 0.21329 -2.55640 -1.59939 -0.029 -0.783 -1.413
H 1.10080 -0.21440 3.22196 -0.307 -0.060 0.065
H -0.25707 2.50512 2.08151 0.051 -0.883 -0.311
H -0.92002 -1.29448 1.47258 0.426 -1.174 0.673
H 0.18308 -2.48118 0.08706 0.476 -0.887 0.621
H 0.94526 2.49698 3.23581 0.671 0.928 0.548
H -1.08737 1.23414 -1.52094 0.175 -0.370 0.715
H -1.85795 -1.63784 -2.35871 0.361 -0.521 -1.791

Copy entry 6 word for word.
28
Properties=species:S:1:pos:R:3:forces:R:3 method="wB97M-V/def2-TZVPD" spin_multiplicity=1 homo_ev=-8.191 gap_ev=8.65 de_lowest_kcal_mol=172.2 energy_ev=-17202.8307
O -2.20591 -2.53216 1.43110 -0.866 0.366 -0.540
O -0.37424 -0.41637 -1.79006 -0.208 1.410 -0.112
O 2.64555 -0.98526 1.46448 -0.539 1.319 -1.360
N -0.32216 0.11266 -0.35988 -0.426 -1.980 0.820
C 2.61984 0.74841 -0.50383 2.335 0.913 1.293
C -2.52028 -1.69744 0.67699 1.308 -1.032 1.234
C 0.59538 -0.11010 0.46062 0.597 1.024 0.191
C -1.72709 0.92958 1.51190 1.226 0.671 2.977
C -1.73506 0.55106 0.11127 0.980 -2.289 -1.477
C -2.61819 -0.67723 -0.10850 -0.956 1.754 -2.480
C 2.21288 -1.72642 -0.70104 3.142 0.131 2.501
C 1.97885 -0.48581 0.13330 0.342 -1.215 1.465
C -1.94712 1.77403 -0.67726 -2.378 3.044 0.660
H 3.00806 1.42686 0.33325 -0.752 -0.727 -1.147
H -2.77193 2.46052 -0.29915 0.429 -1.281 0.006
H -2.69374 1.00614 1.93304 -1.427 -0.118 -0.044
H 2.41793 -0.43940 2.25058 -0.203 -0.147 -1.187
H -2.15192 1.76788 -1.70690 0.137 -0.815 -1.508
H 3.28863 -2.01729 -0.38752 -1.392 0.505 -1.296
H 2.03551 -1.64469 -1.71303 0.042 0.524 -2.226
H -1.12281 2.43464 -0.48200 0.823 0.048 -0.191
H 1.69945 -2.54662 -0.33588 -1.547 -1.578 0.869
H 3.54726 0.52322 -1.10842 -1.051 -0.164 0.627
H 1.94185 1.30965 -1.13641 -0.225 -0.051 -0.004
H -3.13213 -0.67700 -1.08896 0.115 -0.526 0.972
H -1.32708 1.90877 1.67047 0.495 0.817 -0.238
H -0.19259 -1.36546 -1.82654 0.017 0.080 0.833
H -1.14896 0.36783 2.24839 -0.020 -0.682 -0.639